1.
An isolated molecule of C21H24ClN3O3, computed with ωB97M-V/def2-TZVPD.

energy relative to the best compared isomer or geometry (same formula, charge and spin)	0.0	kJ/mol
structure (SMILES)	CCOC(=O)C1(Cc2ccc(Cl)cc2)CCN(C(=O)c2cnc(C)cn2)CC1

ORCA input file:
```
! wB97M-V def2-TZVPD RIJCOSX def2/J DEFGRID3
* xyz 0 1
C -2.0034 -4.3305 -1.7898
C -2.8395 -3.4466 -0.8762
O -2.0213 -2.7472 0.0638
C -1.4374 -1.6235 -0.3593
O -1.5803 -1.1728 -1.4657
C -0.6062 -0.9785 0.7473
C -1.5995 -0.4489 1.8126
C -2.6663 0.4218 1.2119
C -3.8659 -0.1308 0.7790
C -4.8397 0.6503 0.1851
C -4.6153 2.0076 0.0252
Cl -5.8266 2.9936 -0.7161
C -3.4351 2.5843 0.4634
C -2.4703 1.7885 1.0537
C 0.2327 0.1626 0.1604
C 1.3327 -0.3722 -0.7589
N 2.1497 -1.3288 -0.0540
C 3.4257 -1.1776 0.3529
O 4.0253 -2.0489 0.9655
C 4.1451 0.0904 0.0143
C 5.4975 0.0313 -0.3224
N 6.2092 1.1201 -0.5494
C 5.6032 2.2970 -0.4303
C 6.4165 3.5241 -0.6731
C 4.2519 2.3541 -0.0840
N 3.5334 1.2687 0.1346
C 1.3965 -2.4761 0.4039
C 0.3211 -2.0206 1.3901
H -2.6575 -4.9050 -2.4391
H -1.3971 -5.0151 -1.2008
H -1.3509 -3.7163 -2.4055
H -3.4025 -2.7160 -1.4663
H -3.5219 -4.0446 -0.2685
H -2.0619 -1.3075 2.3027
H -1.0335 0.1128 2.5580
H -4.0473 -1.1870 0.9140
H -5.7671 0.2127 -0.1501
H -3.2746 3.6442 0.3435
H -1.5548 2.2422 1.4026
H -0.4097 0.8304 -0.4132
H 0.7006 0.7231 0.9708
H 1.9429 0.4544 -1.1161
H 0.8759 -0.8738 -1.6187
H 6.0079 -0.9172 -0.4092
H 7.4294 3.2397 -0.9419
H 6.4411 4.1422 0.2229
H 5.9794 4.1142 -1.4770
H 3.7319 3.2971 0.0246
H 2.0936 -3.1651 0.8845
H 0.9374 -2.9689 -0.4600
H -0.2578 -2.8812 1.7251
H 0.8089 -1.5715 2.2577
*
```



2.
The ion C7H14N3 with charge +1, computed with ωB97M-V/def2-TZVPD.

energy relative to the best compared isomer or geometry (same formula, charge and spin)	342.8	kJ/mol
structure (SMILES)	CC(C)(C)C[n+]1cnc[nH]1

ORCA input file:
```
! wB97M-V def2-TZVPD RIJCOSX def2/J DEFGRID3
* xyz 1 1
C -0.5276 1.1448 -1.0684
C -0.7632 -0.0457 -0.0276
C -0.6019 -1.3669 -0.8461
C -2.0670 -0.1246 0.7943
C 0.4745 -0.0252 1.1517
N 1.7429 -0.0252 0.5459
C 2.5312 -1.0818 0.3772
N 3.7362 -0.7475 -0.0894
C 3.6584 0.5491 -0.2762
N 2.4899 1.0439 0.1802
H -0.7456 1.9992 -0.5141
H -1.3804 1.2381 -1.6060
H 0.2841 1.1083 -1.6850
H -1.5383 -1.8088 -1.0252
H 0.1121 -2.0915 -0.3314
H -0.0623 -1.1408 -1.7348
H -2.1154 -1.0600 1.2129
H -2.0778 0.6585 1.5769
H -2.9138 0.1557 0.1460
H 0.1652 0.8115 1.6706
H 0.3446 -0.8329 1.9261
H 2.2121 -2.0323 0.4664
H 4.4071 1.1926 -0.9345
H 2.2836 2.0680 0.4638
*
```



| no. | E_HOMO (Ha) | Kohn-Sham gap (eV) | strongest force on any atom (eV/Å) |
| --- | --- | --- | --- |
| 1 | -0.3307 | 9.40 | 0.63 |
| 2 | -0.5280 | 10.33 | 5.33 |